Record 1
A structure of composition C43H43N9O2STi at a distorted geometry. Source: the Open Molecules 2025 dataset; level of theory: wB97M-V/def2-TZVPD.

Properties
DFT total energy ... -96747.7690 eV
LUMO energy (spin up / spin down) ... 2.55 / 2.54 eV
⟨S²⟩ ... 3.795
Spin multiplicity ... 4
Strongest force on any atom ... 1.0 eV/A
Energy relative to the best compared isomer or geometry (same formula, charge and spin) ... 33.7 kJ/mol
HOMO level (spin up / spin down) ... -1.9 / -4.4 eV
HOMO-LUMO gap (spin up / spin down) ... 4.45 / 6.93 eV
Net charge ... -1

Element x y z (Å)
Ti  -0.639  -0.011  0.334
C  -6.680  0.485  3.935
C  -5.652  0.381  2.845
C  -5.986  0.025  1.545
C  -5.038  -0.048  0.543
C  -3.662  0.166  0.773
N  -2.702  0.035  -0.181
C  -2.903  -0.613  -1.387
C  -3.659  -1.783  -1.548
C  -3.702  -2.463  -2.754
C  -2.988  -2.035  -3.865
C  -2.963  -2.822  -5.142
C  -2.236  -0.875  -3.727
C  -2.214  -0.169  -2.534
N  -1.461  1.047  -2.528
C  -1.456  1.967  -3.516
C  -0.643  3.004  -3.127
C  -0.196  2.625  -1.853
N  -0.691  1.452  -1.501
C  -3.359  0.639  2.081
C  -4.326  0.724  3.072
N  -2.059  1.167  2.422
C  -1.555  1.387  3.650
C  -0.500  2.267  3.532
C  -0.423  2.527  2.161
N  -1.364  1.875  1.483
H  -7.476  -0.249  3.795
H  -7.150  1.471  3.966
H  -6.239  0.303  4.916
H  -7.020  -0.191  1.299
H  -5.351  -0.308  -0.457
H  -4.169  -2.188  -0.686
H  -4.273  -3.383  -2.816
H  -3.657  -3.660  -5.092
H  -1.967  -3.227  -5.332
H  -3.243  -2.214  -6.004
H  -1.622  -0.527  -4.549
H  -2.051  1.815  -4.399
H  -0.410  3.898  -3.676
H  0.460  3.141  -1.174
H  -4.043  1.102  4.045
H  -1.954  0.872  4.506
H  0.162  2.603  4.309
H  0.321  3.095  1.624
C  4.669  4.878  0.230
C  4.367  3.496  -0.370
C  5.642  2.921  -1.003
C  3.329  3.680  -1.473
C  3.886  2.542  0.723
C  4.691  2.344  1.852
C  4.338  1.435  2.837
C  3.168  0.715  2.712
S  2.514  -0.526  3.757
C  1.144  -0.708  2.674
N  1.199  0.124  1.568
C  2.325  0.902  1.602
C  2.702  1.823  0.610
C  0.071  -1.606  2.853
C  -0.002  -2.489  3.954
C  -1.063  -3.366  4.054
C  -2.065  -3.369  3.084
C  -1.988  -2.468  2.020
C  -0.947  -1.562  1.854
H  5.009  5.561  -0.552
H  5.445  4.827  0.992
H  3.776  5.304  0.690
H  5.996  3.580  -1.799
H  5.452  1.935  -1.429
H  6.439  2.818  -0.266
H  3.730  4.358  -2.231
H  2.417  4.133  -1.079
H  3.073  2.740  -1.959
H  5.620  2.889  1.954
H  4.986  1.286  3.693
H  2.086  1.892  -0.277
H  0.772  -2.496  4.714
H  -1.115  -4.050  4.894
H  -2.900  -4.055  3.166
H  -2.797  -2.478  1.291
O  0.038  -1.210  -0.965
N  0.378  -2.397  -1.499
C  0.402  -3.524  -0.698
C  0.970  -4.662  -1.183
C  1.560  -4.710  -2.466
C  1.559  -3.512  -3.219
C  0.994  -2.374  -2.734
H  -0.071  -3.405  0.266
H  0.949  -5.535  -0.543
H  2.009  -5.615  -2.845
H  2.019  -3.467  -4.199
H  1.003  -1.411  -3.218
N  4.916  -1.088  -1.956
C  3.632  -0.664  -1.600
N  3.115  -1.315  -0.532
O  3.068  0.215  -2.230
H  5.106  -2.065  -1.794
H  5.142  -0.785  -2.889
H  3.756  -1.757  0.104
H  2.225  -1.035  -0.129



Record 2
A cluster of 7 separate species, C43H43NO13Si2 in total. Source: the Open Molecules 2025 dataset; level of theory: wB97M-V/def2-TZVPD.

Properties
DFT total energy ... -89145.6831 eV
LUMO energy ... -1.73 eV
SMILES string ... [H]/N=C/C[SiH2]CCO[Si](C)(C)C.O=C1C=CC(=O)C=C1.O=C1C=CC(=O)C=C1.O=C1C=CC(=O)C=C1.O=C1C=CC(=O)C=C1.O=C1C=CC(=O)C=C1.O=C1C=CC(=O)C=C1
Strongest force on any atom ... 0.4 eV/A
HOMO level ... -9.7 eV
HOMO-LUMO gap ... 7.95 eV
Net charge ... 0

Element x y z (Å)
H  3.257  -3.994  0.303
N  2.657  -3.623  -0.432
C  1.831  -4.488  -0.838
C  0.853  -4.178  -1.926
Si  0.146  -2.432  -1.684
C  -1.404  -2.211  -2.739
C  -2.546  -1.594  -1.940
O  -2.054  -0.461  -1.236
Si  -2.647  0.009  0.240
C  -2.718  -1.410  1.461
C  -4.363  0.755  0.106
C  -1.440  1.259  0.905
H  1.799  -5.498  -0.408
H  1.387  -4.216  -2.883
H  0.056  -4.925  -1.946
H  -0.218  -2.351  -0.253
H  1.186  -1.450  -2.029
H  -1.194  -1.560  -3.593
H  -1.725  -3.178  -3.145
H  -2.974  -2.337  -1.254
H  -3.348  -1.262  -2.612
H  -3.311  -2.265  1.127
H  -1.707  -1.754  1.700
H  -3.168  -1.011  2.377
H  -4.327  1.775  0.504
H  -5.087  0.196  0.705
H  -4.750  0.808  -0.914
H  -1.446  1.196  1.999
H  -1.693  2.284  0.625
H  -0.425  1.028  0.570
O  -8.070  5.628  -2.450
C  -8.006  4.583  -1.837
C  -7.968  3.277  -2.543
C  -7.867  2.134  -1.870
C  -7.790  2.117  -0.386
O  -7.664  1.080  0.224
C  -7.840  3.423  0.317
C  -7.941  4.564  -0.356
H  -8.016  3.319  -3.623
H  -7.825  1.169  -2.359
H  -7.764  3.383  1.396
H  -7.958  5.530  0.133
O  6.139  -4.603  0.689
C  5.961  -5.656  0.112
C  5.366  -5.689  -1.248
C  5.159  -6.842  -1.878
C  5.520  -8.140  -1.252
O  5.333  -9.190  -1.826
C  6.117  -8.103  0.109
C  6.321  -6.951  0.742
H  5.105  -4.729  -1.678
H  4.723  -6.896  -2.867
H  6.369  -9.062  0.543
H  6.752  -6.895  1.734
O  -3.898  10.004  0.349
C  -4.088  8.809  0.307
C  -4.721  8.168  -0.875
C  -4.931  6.856  -0.920
C  -4.541  5.977  0.212
O  -4.741  4.781  0.175
C  -3.910  6.615  1.395
C  -3.698  7.927  1.438
H  -4.999  8.832  -1.684
H  -5.397  6.368  -1.767
H  -3.637  5.950  2.205
H  -3.239  8.418  2.286
O  3.386  4.554  -1.640
C  3.306  3.439  -2.111
C  2.789  3.229  -3.489
C  2.702  2.012  -4.017
C  3.124  0.813  -3.248
O  3.056  -0.299  -3.725
C  3.631  1.018  -1.865
C  3.715  2.239  -1.343
H  2.494  4.122  -4.024
H  2.331  1.833  -5.018
H  3.922  0.126  -1.328
H  4.078  2.420  -0.338
O  5.874  -0.762  -0.871
C  7.080  -0.661  -0.791
C  7.917  -1.814  -0.373
C  9.240  -1.708  -0.298
C  9.933  -0.434  -0.622
O  11.139  -0.337  -0.553
C  9.091  0.719  -1.037
C  7.768  0.613  -1.117
H  7.381  -2.726  -0.138
H  9.877  -2.531  0.000
H  9.621  1.634  -1.268
H  7.131  1.436  -1.420
O  -2.098  -3.555  7.926
C  -2.036  -2.621  7.156
C  -3.171  -1.676  6.998
C  -3.104  -0.652  6.151
C  -1.891  -0.411  5.330
O  -1.829  0.518  4.555
C  -0.756  -1.356  5.486
C  -0.823  -2.380  6.333
H  -4.043  -1.876  7.608
H  -3.917  0.050  6.015
H  0.114  -1.158  4.873
H  -0.011  -3.083  6.466